Entry 1:
Here is a cluster of 2 separate species, C5H12N2O in total from the OMol25 dataset. Energies are from ωB97M-V/def2-TZVPD.

Last column: natural (NBO) charge in e.
Atoms and positions in Å:
H1 0.11425 0.92497 -2.41531  0.2387
H2 1.86962 0.12748 1.85137  0.2431
H3 -1.06775 0.57837 -0.99394  0.2378
O1 1.71113 1.64783 -0.71837  -0.5380
C1 -0.29817 0.22401 -1.69651  -0.4469
H4 -1.59769 -0.25025 0.00117  0.2195
H5 -0.24051 -2.22186 -0.78622  0.1916
H6 -0.98802 0.74775 1.40651  0.2058
H7 0.87542 -1.90242 0.51879  0.1899
H8 3.36619 0.48995 0.92379  0.2488
N1 0.76590 -0.41810 -0.98051  -0.3957
C2 1.57171 0.51571 -0.31614  0.6780
C3 2.37452 0.00413 0.89363  -0.7327
C4 -1.89302 0.32806 0.95855  -0.4372
C5 0.12191 -1.42875 -0.07923  -0.1905
N2 -2.94231 1.12048 0.51262  -0.6566
H9 -2.18760 -0.61810 1.43859  0.1736
H10 -3.56454 1.55140 1.19893  0.3361
H11 2.74386 -1.00300 0.75324  0.2222
H12 -0.73492 -0.41766 -2.47097  0.2125

Calculated values
**Calculated total energy**: -382.174844 hartree
**Lowest unoccupied orbital energy**: -0.098 Ha


Entry 2:
Here is a structure of composition C5H12N2O from the OMol25 dataset. Energies are from ωB97M-V/def2-TZVPD.

Last column: natural (NBO) charge in e.
Atoms and positions in Å:
N1 -0.59392 0.40329 -0.32703  -0.4171
H1 -1.72077 2.18275 -0.18728  0.2002
H2 0.28587 -1.81568 2.09593  0.2483
H3 2.71549 -1.19731 -1.21008  0.4472
H4 -1.21967 0.82332 1.72909  0.1550
H5 0.54164 0.61255 1.92892  0.2540
C1 0.62932 -0.19403 -0.84819  -0.0853
H6 -1.30752 -1.77401 1.34922  0.2111
H7 0.04915 2.37814 -0.31659  0.2243
O1 2.69242 -1.08326 -0.23782  -0.7144
H8 0.10883 -1.11257 -2.63017  0.3537
C2 -0.81304 1.81028 -0.66814  -0.4240
C3 -0.37070 0.15943 1.57098  -0.0895
H9 -0.91674 1.95536 -1.74740  0.2061
H10 -1.41969 -0.14940 -0.56377  0.3770
C4 1.53780 -0.46142 0.10319  0.0136
H11 -1.13274 -1.22420 3.00631  0.2217
H12 0.79768 0.37827 -2.83063  0.3552
N2 0.77245 -0.44906 -2.24495  -0.8695
C5 -0.63586 -1.24247 2.02840  -0.6675

Calculated values
**Calculated total energy**: -382.280751 hartree
**Lowest unoccupied orbital energy**: 0.024 Ha


Entry 3:
Here is a cluster of 2 separate species, C5H12N2O in total from the OMol25 dataset. Energies are from ωB97M-V/def2-TZVPD.

Last column: natural (NBO) charge in e.
Atoms and positions in Å:
H1 2.36526 -0.26722 -0.42638  0.3658
C1 1.39918 2.20710 -0.62789  -0.4322
H2 -0.72015 2.67560 -0.95939  0.2174
H3 -1.11154 0.16510 2.70643  0.3864
H4 1.00717 -0.95022 -0.02523  0.3589
H5 0.06850 2.06318 -2.27385  0.2049
C2 -1.56986 -3.42954 -1.08181  0.2664
C3 0.89151 1.06668 0.23445  0.0646
H6 -0.53071 2.10151 1.41903  0.1950
H7 -1.42385 -4.20146 -1.84894  0.1092
O1 -2.04608 -3.70951 -0.01817  -0.4854
H8 2.12281 2.91144 -0.19704  0.2136
N1 1.60960 -0.17425 0.23421  -0.8509
H9 0.44180 3.76677 -1.82882  0.2071
N2 -0.47678 0.07362 1.93839  -0.8437
C4 -0.10968 1.14541 1.12682  -0.0564
H10 2.10837 1.67748 -1.27714  0.1927
H11 -1.49042 -2.36477 -1.39068  0.1095
C5 0.24909 2.76804 -1.44655  -0.6069
H12 0.23198 -0.64063 2.04364  0.3841

Calculated values
**Calculated total energy**: -382.388657 hartree
**Lowest unoccupied orbital energy**: 0.026 Ha
**SMILES**: CC/C(N)=C/N.C=O


Entry 4:
Here is the molecule C5H12N2O from the OMol25 dataset. Energies are from ωB97M-V/def2-TZVPD.

Last column: natural (NBO) charge in e.
Atoms and positions in Å:
C1 -1.38310 -0.25184 1.75103  -0.6456
H1 0.59227 -1.91588 -0.59495  0.3833
H2 1.21946 0.01201 1.48283  0.2095
H3 1.74566 1.81785 -0.01157  0.2216
H4 -2.45360 -0.04891 1.76316  0.2213
N1 1.49839 0.69488 -1.72144  -0.7252
H5 -2.36842 -1.04316 -0.60557  0.2134
H6 1.57974 1.48219 -2.34502  0.4075
H7 -1.20770 -0.17953 -1.73168  0.1756
C2 0.91949 -0.20909 0.45805  -0.2027
H8 1.16277 -0.17611 -2.11133  0.4134
C3 -1.45713 -0.47691 -0.71994  -0.8145
H9 2.21648 -1.73988 -0.10807  0.3650
N2 1.24461 -1.56182 0.10094  -0.8563
C4 -0.78508 0.03552 0.38891  0.2762
O1 -0.57604 1.67239 0.29270  -0.8471
H10 -1.20699 1.92317 -0.39859  0.4735
C5 1.38235 0.88378 -0.41112  0.2978
H11 -0.90657 0.37835 2.50227  0.2122
H12 -1.21658 -1.29701 2.01937  0.2211

Calculated values
**Calculated total energy**: -382.328010 hartree
**Lowest unoccupied orbital energy**: 0.014 Ha


Entry 5:
Here is a cluster of 2 separate species, C5H12N2O in total from the OMol25 dataset. Energies are from ωB97M-V/def2-TZVPD.

Last column: natural (NBO) charge in e.
Atoms and positions in Å:
H1 -3.23580 -1.69920 -2.46189  0.3585
H2 0.44104 -0.92915 -2.46156  0.2154
H3 1.23654 1.12377 3.31254  0.2007
H4 -0.25383 -1.81627 0.27818  0.2343
C1 -0.83192 -0.06520 -0.97648  -0.2423
C2 -0.53686 -0.80643 0.32998  -0.4221
C3 0.77296 -0.11149 0.92440  0.6023
N1 0.56428 1.14620 1.27246  -0.5004
H5 1.59613 2.56980 2.41738  0.1955
H6 -1.07732 0.95612 -0.63684  0.2521
C4 0.21452 0.02780 -2.05431  -0.6202
H7 -1.70627 -0.50597 -1.58171  0.2917
O1 1.73556 -0.90202 1.11750  -0.5851
H8 -1.30655 -0.68727 1.16431  0.2408
H9 2.48699 1.08168 1.89011  0.2111
C5 1.54086 1.53822 2.30085  -0.4405
H10 -3.61849 -0.13446 -2.00447  0.3557
H11 -0.15084 0.64751 -2.82677  0.2301
N2 -2.90346 -0.77623 -2.33466  -0.8295
H12 1.12096 0.52240 -1.74049  0.2519

Calculated values
**Calculated total energy**: -382.212894 hartree
**Lowest unoccupied orbital energy**: -0.133 Ha


Entry 6:
Here is the molecule C5H12N2O from the OMol25 dataset. Energies are from ωB97M-V/def2-TZVPD.

Last column: natural (NBO) charge in e.
Atoms and positions in Å:
C1 1.03108 -2.21592 0.92168  -0.4323
H1 -1.66520 -1.46859 -0.73942  0.2340
H2 2.08444 -2.51322 0.95524  0.2046
H3 -0.83458 1.18625 -2.07772  0.1893
C2 1.08144 1.81388 0.07333  0.1051
C3 -1.13618 1.55710 -1.09167  -0.4092
C4 -1.50051 -1.06258 0.26233  -0.7019
H4 -2.17072 1.25091 -0.91005  0.2019
H5 2.02098 0.42225 -0.75272  0.4943
H6 0.53917 -2.86688 0.19077  0.1804
H7 0.89063 2.88219 -0.05894  0.1718
H8 -2.34270 -0.41774 0.52784  0.2273
H9 -1.13388 2.65180 -1.12369  0.2109
N1 -0.23113 1.06583 -0.05955  -0.4542
H10 0.60918 -2.39123 1.91671  0.1867
H11 1.51789 1.68654 1.06910  0.1805
N2 0.95187 -0.81186 0.55138  -0.5652
O1 1.97812 1.38585 -0.91612  -0.7365
C5 -0.20094 -0.27571 0.27426  0.4777
H12 -1.48896 -1.87887 0.98724  0.2349

Calculated values
**Calculated total energy**: -382.440396 hartree
**Lowest unoccupied orbital energy**: 0.033 Ha
**SMILES**: C/N=C(\C)N(C)CO


Across the entries above, ΔE to the lowest compared entry with this formula, charge and spin takes the values 860.3 582.3 299.0 458.2 760.4 163.1 kJ/mol, respectively.
Across the entries above, orbital gap takes the values 4.419 7.303 7.837 6.704 4.516 9.465 eV, respectively.